Molecular formula: C70H158F30N6O2P8
Method: DFT, ωB97M-V/def2-TZVPD

XYZ file:
```
274
Properties=species:S:1:pos:R:3
C 5.3729 4.6615 2.3359
C 4.1326 4.0556 1.6383
N 2.9196 4.6114 2.2396
C 2.1945 4.0348 3.2331
C 1.1223 4.8989 3.5071
N 1.1592 5.9892 2.6394
C 2.2173 5.7501 1.7849
C 0.2814 7.1758 2.4401
H 5.3353 4.3661 3.3845
H 5.3609 5.7513 2.3201
H 6.2824 4.3750 1.8079
H 4.1010 2.9663 1.6617
H 4.1359 4.3111 0.5787
H 2.4290 3.0625 3.6407
H 0.3295 4.7851 4.2317
H 2.5081 6.3678 0.9480
H 0.8109 8.1024 2.2184
H -0.3781 7.3520 3.2899
H -0.3451 7.0053 1.5647
C -6.4742 -2.1765 6.4684
C -5.3953 -1.2102 7.1030
N -5.3467 0.1200 6.4226
C -6.1056 1.1717 6.8118
C -5.7376 2.3159 6.1181
N -4.7968 1.8798 5.2109
C -4.4765 0.5542 5.4773
C -4.2179 2.6486 4.1292
H -6.3374 -2.1282 5.3881
H -7.4629 -1.8347 6.7744
H -6.3486 -3.1937 6.8395
H -4.3947 -1.6187 6.9616
H -5.4485 -1.0954 8.1856
H -6.7989 0.9719 7.6155
H -6.1492 3.3128 6.1735
H -3.6577 0.0285 5.0087
H -3.6892 3.5223 4.5102
H -5.0601 2.9732 3.5181
H -3.4585 2.1576 3.5206
C -5.2668 7.6498 -6.6669
C -4.9152 7.2200 -5.2220
C -5.0777 5.7317 -4.9052
C -4.7072 5.5793 -3.4038
P -4.8053 3.8609 -2.6894
C -6.4967 3.4150 -2.5575
C -7.4159 4.6734 -2.3300
C -8.6957 4.1433 -1.6545
C -9.6964 5.3753 -1.3340
C -4.0365 3.8210 -1.0333
C -4.0791 5.0783 -0.0801
C -3.2658 4.7287 1.2056
C -3.1829 5.9560 2.1434
C -4.0009 2.6492 -3.7930
C -2.5665 3.0090 -4.3037
C -1.9109 1.7784 -5.0070
C -0.4818 2.0941 -5.3287
H -4.6509 7.2435 -7.4692
H -5.2106 8.7260 -6.8308
H -6.2689 7.3879 -7.0063
H -5.6782 7.8422 -4.7541
H -3.9273 7.6075 -4.9729
H -4.3878 5.1822 -5.5457
H -6.0220 5.2841 -5.2150
H -5.4496 6.1482 -2.8440
H -3.6805 5.8801 -3.1954
H -6.5601 2.6742 -1.7604
H -6.6963 3.0220 -3.5543
H -7.6749 5.1991 -3.2491
H -7.0043 5.3796 -1.6090
H -8.5772 3.5528 -0.7461
H -9.0097 3.3671 -2.3524
H -9.2271 6.1234 -0.6951
H -10.6015 5.0774 -0.8047
H -9.8275 5.9138 -2.2726
H -3.0314 3.4873 -1.2912
H -4.4208 2.9286 -0.5393
H -5.0312 5.4816 0.2647
H -3.6313 5.9437 -0.5687
H -2.2518 4.5773 0.8355
H -3.5855 3.8334 1.7388
H -4.0639 5.9696 2.7851
H -2.8546 6.8761 1.6599
H -2.2950 5.8751 2.7704
H -4.7308 2.5154 -4.5914
H -4.0649 1.7017 -3.2581
H -2.1058 3.2246 -3.3397
H -2.6403 3.8965 -4.9323
H -2.5245 1.6039 -5.8908
H -1.9197 0.9378 -4.3132
H 0.1266 2.0639 -4.4248
H -0.2669 3.0485 -5.8092
H -0.1598 1.1941 -5.8525
C -1.6483 -3.6536 4.6440
C -2.1877 -3.0250 3.3696
C -3.2158 -3.8239 2.6900
C -3.6241 -3.3285 1.2776
P -4.5587 -4.4070 0.1000
C -5.2431 -3.2616 -1.1566
C -5.8798 -3.9925 -2.3664
C -6.4130 -2.9776 -3.3901
C -5.3695 -1.9570 -3.9399
C -3.5323 -5.7333 -0.7290
C -2.7146 -6.6587 0.1706
C -2.3631 -8.0066 -0.3873
C -3.6371 -8.7823 -0.8576
C -5.7328 -5.2159 1.1695
C -7.0555 -4.4608 1.3596
C -8.1677 -5.2433 2.1565
C -7.6855 -5.8275 3.4705
H -1.0039 -2.9581 5.1816
H -1.2225 -4.6272 4.4011
H -2.3922 -3.8486 5.4165
H -1.3313 -2.8836 2.7102
H -2.5174 -2.0177 3.6241
H -4.0954 -3.8498 3.3334
H -3.0530 -4.8914 2.5416
H -2.7041 -3.0374 0.7707
H -4.1926 -2.3985 1.2892
H -4.4391 -2.5527 -1.3546
H -6.0333 -2.6247 -0.7590
H -6.7259 -4.5904 -2.0278
H -5.2056 -4.6800 -2.8772
H -7.2334 -2.4987 -2.8557
H -6.8678 -3.3929 -4.2894
H -4.8517 -1.4200 -3.1451
H -5.9281 -1.2588 -4.5633
H -4.5567 -2.4542 -4.4694
H -2.8890 -5.2270 -1.4487
H -4.1943 -6.2089 -1.4527
H -3.2817 -6.8413 1.0834
H -1.8643 -6.1336 0.6058
H -1.9384 -8.6244 0.4040
H -1.4435 -7.9722 -0.9714
H -4.0581 -8.5419 -1.8338
H -4.5459 -8.7114 -0.2601
H -3.4112 -9.8478 -0.9000
H -5.3040 -5.2838 2.1693
H -5.8141 -6.1813 0.6701
H -7.5602 -4.1669 0.4393
H -6.8615 -3.5267 1.8868
H -8.6140 -5.9225 1.4302
H -8.9406 -4.5475 2.4831
H -8.5737 -6.2760 3.9155
H -7.3212 -5.1454 4.2388
H -6.8478 -6.4803 3.2252
C 9.3577 -1.1817 6.1614
C 9.0470 -2.6798 5.8280
C 8.6012 -2.8777 4.3869
C 9.5959 -2.3056 3.3125
P 9.6448 -3.0180 1.6429
C 10.3885 -1.7509 0.6191
C 10.3014 -1.9661 -0.9193
C 10.6596 -0.7265 -1.7756
C 9.9678 0.5749 -1.3666
C 10.6482 -4.5986 1.4815
C 12.1454 -4.6379 1.9960
C 12.9464 -5.9296 1.9260
C 14.3471 -5.9775 2.5652
C 7.9411 -3.3987 0.9916
C 6.9805 -2.1775 1.0992
C 5.5374 -2.4044 0.7821
C 4.6620 -1.2571 1.0409
H 10.0395 -0.7058 5.4566
H 9.6266 -0.9264 7.1864
H 8.4310 -0.6253 6.0208
H 8.3230 -3.0761 6.5401
H 9.9238 -3.3154 5.9516
H 7.5326 -2.6732 4.3202
H 8.6773 -3.9630 4.3193
H 10.6199 -2.3052 3.6860
H 9.3372 -1.2612 3.1382
H 11.3950 -1.4805 0.9381
H 9.8062 -0.8776 0.9130
H 9.2670 -2.2789 -1.0616
H 10.9206 -2.8290 -1.1643
H 10.6027 -1.0457 -2.8162
H 11.7036 -0.4381 -1.6535
H 10.1010 1.0283 -0.3843
H 8.8913 0.4150 -1.4276
H 10.0362 1.3742 -2.1045
H 10.5899 -4.8778 0.4294
H 10.0742 -5.3253 2.0565
H 12.1665 -4.2695 3.0216
H 12.6851 -3.8385 1.4881
H 13.1299 -6.0279 0.8561
H 12.2739 -6.6942 2.3148
H 14.4690 -7.0594 2.6175
H 14.2136 -5.7630 3.6255
H 15.2450 -5.4806 2.1976
H 7.5279 -4.3099 1.4242
H 8.0104 -3.6145 -0.0745
H 7.3815 -1.4336 0.4107
H 7.0943 -1.6815 2.0631
H 5.2050 -3.1683 1.4850
H 5.3758 -2.8533 -0.1979
H 4.9810 -0.3770 0.4825
H 4.8889 -1.0079 2.0775
H 3.6192 -1.5742 1.0304
C 3.0806 -2.1735 -4.2932
N 2.9294 -1.3036 -5.5869
C 2.4036 0.0941 -5.2171
C 4.3250 -1.1155 -6.2361
C 1.9061 -2.0616 -6.5474
C 1.6953 -1.6078 -8.0050
O 1.2142 -0.2998 -8.0870
H 3.7128 -1.5357 -3.6754
H 3.4512 -3.1705 -4.5312
H 2.0939 -2.2452 -3.8355
H 1.4338 0.0158 -4.7257
H 2.4814 0.7478 -6.0859
H 3.0569 0.5197 -4.4555
H 4.2897 -0.3370 -6.9982
H 4.5985 -2.0893 -6.6423
H 4.9456 -0.8239 -5.3888
H 0.9502 -2.1576 -6.0324
H 2.2756 -3.0705 -6.7308
H 0.8848 -2.2571 -8.3361
H 2.5045 -1.7404 -8.7231
H 1.8961 0.2573 -8.4696
C 0.0002 1.5259 -1.5083
N 0.2618 1.3393 0.0394
C 1.7835 1.2530 0.3859
C -0.3216 2.5629 0.6862
C -0.3651 0.0327 0.5359
C -1.9538 0.0344 0.6410
O -2.6507 0.4863 -0.6107
H 0.7722 2.2190 -1.8427
H -1.0351 1.7847 -1.7303
H 0.1821 0.6670 -2.1542
H 1.9419 1.4613 1.4440
H 2.4313 1.9322 -0.1684
H 2.0274 0.2287 0.1039
H 0.4045 3.3567 0.5108
H -0.4439 2.3865 1.7549
H -1.2925 2.7475 0.2264
H 0.0086 -0.0989 1.5514
H 0.0382 -0.7601 -0.0942
H -2.2777 0.7411 1.4050
H -2.1801 -0.9297 1.0964
H -3.5771 0.3559 -0.3952
P -0.3047 1.1843 4.6342
F 0.6152 -0.1830 4.9700
F -1.5090 0.7997 5.7720
F 0.6367 2.0354 5.6546
F -1.0334 2.6354 4.2354
F 0.7326 1.3657 3.4468
F -1.2144 0.3730 3.5538
P -0.6388 -2.7730 -2.5412
F 0.1209 -3.3905 -3.9058
F -0.1655 -3.9983 -1.6722
F 0.6857 -1.8670 -2.2035
F -1.4825 -2.1759 -1.2660
F -1.2648 -1.5321 -3.4086
F -1.9916 -3.5889 -3.0332
P -6.1454 0.4149 1.5069
F -7.4676 0.8950 0.6095
F -5.5619 1.9795 1.4748
F -7.0001 0.7582 2.8613
F -4.7946 -0.0044 2.3011
F -6.6483 -1.1790 1.5856
F -5.2707 0.1829 0.0937
P 5.4858 1.8848 -2.4159
F 3.8957 2.0311 -2.6990
F 5.2114 0.3601 -1.9744
F 5.5798 1.2096 -3.9115
F 7.0939 1.8035 -2.0659
F 5.9478 3.2768 -3.1837
F 5.2765 2.6254 -0.9819
P 0.4309 5.5774 -1.8439
F -0.5505 6.0696 -3.0473
F 0.9891 4.2974 -2.7116
F 1.6263 6.4712 -2.5161
F 1.3868 5.1180 -0.6413
F -0.0369 6.7766 -0.9656
F -0.7143 4.6714 -1.2240
```

Computed properties:
- Frontier orbital gap (alpha / beta): 7.1 / 3.1 eV
- Total charge: +3
- Multiplicity: 2
- Highest occupied orbital energy (alpha / beta): -0.5460 / -0.5460 hartree
- E_tot: -8967.87798 hartree